The following is a quantum chemistry calculation of a 2-piece molecular cluster, C5H13NO overall, from the OMol25 dataset.

Computed properties:
Energy above the lowest of the compared OMol25 structures with the same formula, charge and spin (kJ/mol): 113.7
E_HOMO (eV): -8.08
Multiplicity: 1

Each line ends with the natural charge from an NBO analysis.
Geometry (Å):
H: -0.1548 -0.9958 -1.9350  0.19
H: -2.1443 1.0286 -1.0842  0.21
C: -1.8843 -0.1542 0.6666  -0.40
H: 0.0049 0.5622 1.4383  0.15
H: 2.1585 -0.3165 0.2133  0.19
H: 1.7332 -1.7941 1.1385  0.20
H: 1.9720 -1.8607 -0.6085  0.19
H: -2.3222 0.7024 1.1829  0.20
C: 1.5829 -1.2468 0.2091  -0.41
H: -0.3724 -0.9754 2.0882  0.20
H: -2.5428 -0.9979 0.8788  0.20
O: 2.0569 2.1938 -0.1122  -0.94
N: 0.1622 -1.0199 0.0380  -0.44
C: -0.2399 -0.2614 -1.1364  -0.22
C: -0.4685 -0.4021 1.1675  -0.22
H: -2.2748 -0.6518 -1.4584  0.21
H: 2.6467 2.8464 0.2750  0.47
C: -1.7208 0.0617 -0.8535  -0.42
H: 0.3693 0.5914 -1.4489  0.17
H: 1.4381 2.6901 -0.6593  0.47

Cartesian forces (eV/Å) of the 6 atoms listed first:
H -0.10 0.26 -0.55
H 0.59 0.47 -0.51
C -0.36 -0.20 0.45
H 0.02 0.11 -0.26
H 0.06 0.12 0.19
H 0.11 0.03 0.03

***

The following is a quantum chemistry calculation of a 2-piece molecular cluster, C5H13NO overall at a distorted geometry, from the OMol25 dataset.

Computed properties:
Energy above the lowest of the compared OMol25 structures with the same formula, charge and spin (kJ/mol): 192.7
E_HOMO (eV): -9.61
Multiplicity: 1

Each line ends with the natural charge from an NBO analysis.
Geometry (Å):
C: -1.8816 1.5241 0.7004  -0.64
H: 0.2945 -0.5878 2.5680  0.20
H: -1.6265 2.3311 -0.0063  0.23
H: 0.3282 0.2914 -2.9082  0.25
O: 2.7847 -0.3933 -2.7269  -0.60
H: -0.0001 -1.5560 -2.6230  0.23
N: 2.3304 -1.4045 -0.9411  -0.84
H: -2.3854 1.6419 1.6891  0.21
C: -0.6087 0.1659 2.4853  -0.60
H: -0.5093 1.0992 2.9994  0.20
C: 0.3883 -0.6699 -2.2841  -0.71
H: 0.1355 0.8665 0.5722  0.19
H: 0.0611 -0.4528 -1.1787  0.22
H: -1.1282 -0.4691 0.5734  0.18
C: 1.9225 -0.8664 -2.0989  0.68
H: -2.6944 1.0386 0.1266  0.21
H: 1.6735 -1.6046 -0.1671  0.37
C: -0.7427 0.5603 0.9628  -0.39
H: 3.2033 -1.2172 -0.4971  0.40
H: -1.5450 -0.2974 2.7543  0.20

Cartesian forces (eV/Å) of the 6 atoms listed first:
C -1.36 -0.83 -0.28
H -1.83 1.65 0.34
H -0.02 0.43 1.27
H -0.44 -1.84 0.67
O 2.52 2.03 -4.30
H -1.51 -1.74 -1.19

***

The following is a quantum chemistry calculation of C5H13NO as an isolated structure at a distorted geometry, from the OMol25 dataset.

Computed properties:
Energy above the lowest of the compared OMol25 structures with the same formula, charge and spin (kJ/mol): 518.3
E_HOMO (eV): -8.75
Multiplicity: 1

Each line ends with the natural charge from an NBO analysis.
Geometry (Å):
H: -0.4423 2.2924 0.4907  0.21
C: 0.8238 -0.4352 0.5171  -0.14
H: -0.5052 -1.5528 1.7641  0.22
C: -2.1885 -0.1285 -0.8053  -0.17
H: 3.2919 0.0519 -0.3171  0.46
H: 1.1717 1.8143 0.5619  0.20
C: -0.2104 -1.4180 0.7260  -0.62
H: -3.1570 -0.4182 -0.3891  0.18
H: 0.0470 1.3659 1.8954  0.17
O: 2.6273 0.4190 -0.9117  -0.71
N: -1.7232 1.0940 -0.7275  -0.58
C: 0.1791 1.4745 0.8239  -0.62
H: -1.8749 -0.7109 -1.6703  0.18
H: -1.1918 -1.0025 0.1316  0.22
H: -2.2257 1.6307 -0.0241  0.33
C: 1.4687 -0.4006 -0.8504  -0.10
H: 1.5246 -0.3116 1.3371  0.21
H: -0.0853 -2.3672 0.2036  0.21
H: 1.7048 -1.4232 -1.1856  0.15
H: 0.7654 0.0261 -1.5703  0.20

Cartesian forces (eV/Å) of the 6 atoms listed first:
H -0.55 -0.75 -0.58
C -0.61 3.64 -0.35
H 0.08 -0.12 -0.02
C -0.76 3.02 -1.49
H -0.08 0.04 -0.08
H 0.42 0.17 0.48